[1]
112
Properties=species:S:1:pos:R:3 method="wB97M-V/def2-TZVPD" homo_energy_ev=-8.8 total_charge=0 lumo_energy_ev=-0.9 orbital_gap_ha=0.2917 largest_force_ev_per_a=9.65 spin_multiplicity=1
C 4.444 -4.910 -2.839
C 4.488 -3.551 -3.781
N 3.667 -2.436 -3.144
C 2.771 -1.742 -4.146
C 2.110 -0.281 -3.672
O 2.788 0.805 -3.216
O 0.613 -0.300 -3.761
C 0.278 -1.750 -3.568
C -1.352 -2.057 -3.783
C -1.786 -3.538 -3.231
C -2.925 -4.310 -4.121
F -4.317 -3.850 -3.766
Br -2.573 -4.331 -6.100
C -2.869 -5.911 -3.640
F -2.353 -6.050 -2.242
F -4.176 -6.598 -3.747
Br -1.603 -6.791 -4.977
P 0.547 -1.958 -1.661
S -0.501 -0.663 -0.604
C 1.348 -2.445 -4.597
C 1.295 -4.058 -4.885
N 1.963 -4.311 -6.252
H 4.495 -4.528 -1.721
H 3.459 -5.537 -2.948
H 5.337 -5.661 -3.072
H 5.630 -3.208 -3.787
H 4.216 -3.760 -4.907
H 4.362 -1.756 -2.711
H 3.452 -1.688 -5.103
H -1.893 -1.261 -3.077
H -1.703 -1.806 -4.871
H -2.266 -3.372 -2.150
H -0.803 -4.150 -3.048
H 1.945 -1.721 -1.274
H 0.283 -3.342 -1.249
H 1.035 -2.006 -5.661
H 0.177 -4.412 -5.016
H 1.755 -4.712 -4.028
H 1.153 -4.190 -6.931
H 2.583 -3.474 -6.413
Br -4.013 1.215 -2.238
C -2.967 2.812 -2.637
C -2.217 3.295 -1.418
Br -3.406 4.220 -0.178
H -3.660 3.555 -3.043
H -2.270 2.506 -3.422
H -1.464 4.037 -1.696
H -1.736 2.488 -0.857
Br -2.790 -8.479 1.969
C -4.258 -8.371 0.689
C -4.260 -7.043 -0.031
Br -4.969 -5.625 1.106
H -5.180 -8.566 1.244
H -4.083 -9.190 -0.014
H -4.928 -7.074 -0.896
H -3.266 -6.724 -0.356
Br 9.331 -3.600 -2.420
C 8.976 -1.703 -2.135
C 8.029 -1.492 -0.976
Br 6.190 -1.897 -1.484
H 8.601 -1.303 -3.080
H 9.953 -1.261 -1.920
H 8.016 -0.441 -0.675
H 8.264 -2.111 -0.106
Br -4.814 7.960 0.298
C -5.125 8.422 -1.571
C -4.686 7.306 -2.490
Br -2.746 7.271 -2.682
H -4.607 9.367 -1.756
H -6.204 8.583 -1.648
H -5.069 7.468 -3.502
H -4.991 6.314 -2.145
Br -7.208 13.348 2.656
C -6.422 11.686 2.005
C -5.574 11.926 0.777
Br -6.683 12.180 -0.807
H -7.247 10.989 1.834
H -5.808 11.319 2.832
H -4.959 11.049 0.556
H -4.929 12.805 0.860
Br 6.545 -1.593 3.878
C 7.087 -3.384 3.330
C 8.557 -3.615 3.590
Br 9.659 -2.726 2.249
H 6.809 -3.494 2.278
H 6.477 -4.062 3.935
H 8.803 -4.677 3.502
H 8.888 -3.250 4.567
Br -4.865 6.993 4.486
C -4.334 5.397 3.499
C -4.092 4.233 4.431
Br -2.377 4.403 5.344
H -3.456 5.667 2.904
H -5.171 5.186 2.827
H -4.023 3.297 3.869
H -4.857 4.131 5.206
Br 2.920 -3.529 6.878
C 3.269 -4.807 5.446
C 3.866 -6.085 5.987
Br 5.753 -5.853 6.422
H 3.909 -4.303 4.717
H 2.292 -5.000 4.994
H 3.844 -6.872 5.229
H 3.372 -6.445 6.894
Br -3.093 8.730 10.027
C -1.898 7.268 9.541
C -2.511 6.393 8.471
Br -3.870 5.211 9.218
H -1.663 6.727 10.462
H -0.992 7.754 9.169
H -1.759 5.725 8.042
H -2.988 6.961 7.667


[2]
98
Properties=species:S:1:pos:R:3 method="wB97M-V/def2-TZVPD" homo_energy_ev=-10.9 total_charge=+1 lumo_energy_ev=-4.2 orbital_gap_ha=0.2468 relative_energy_kj_mol=1234.2 largest_force_ev_per_a=9.54 spin_multiplicity=1
C -0.029 4.165 0.751
C 1.104 5.062 1.179
C 2.515 4.478 1.781
O 2.412 3.587 2.794
O 3.871 4.866 1.358
C 3.972 5.054 -0.098
C 4.047 3.620 -0.946
C 4.996 2.506 -0.170
C 3.988 1.358 0.425
C 4.728 -0.130 0.615
C 3.637 -1.242 0.134
C 3.801 -2.755 0.721
P 5.708 -3.178 0.657
O 6.594 -2.356 1.902
Cl 6.378 -2.509 -1.294
N 3.242 -3.741 -0.327
C 1.733 -3.936 -0.258
I 1.552 -6.100 0.288
C 1.172 -3.599 -1.754
Br 0.949 -1.599 -2.108
C -0.238 -4.254 -2.207
C -0.154 -4.574 -3.844
Br -1.623 -2.763 -2.062
C 0.998 -3.159 0.981
C -0.535 -3.736 1.329
C -1.361 -2.532 2.078
C -2.643 -1.943 1.246
C -3.818 -1.324 2.223
C -5.115 -0.990 1.226
N -4.910 0.414 0.686
O 1.736 -3.427 2.210
C 3.139 -3.032 2.200
C 3.260 -1.731 3.208
C 2.608 -1.909 4.688
O 3.448 -1.750 5.750
Br 0.700 -2.263 5.166
P 4.035 -4.574 2.998
S 5.313 -4.107 4.384
H 0.100 3.325 -0.075
H -1.082 4.266 1.284
H 0.923 6.222 1.087
H 5.025 5.576 -0.303
H 3.169 5.765 -0.566
H 2.932 3.274 -1.087
H 4.553 3.843 -2.002
H 5.596 2.988 0.711
H 5.708 2.001 -0.961
H 3.150 1.192 -0.405
H 3.506 1.623 1.459
H 5.044 -0.175 1.740
H 5.708 -0.066 -0.020
H 2.566 -0.772 0.377
H 3.684 -1.242 -1.060
H 7.395 -2.920 2.164
H 3.598 -3.404 -1.248
H 3.776 -4.642 -0.133
H 1.969 -3.937 -2.578
H -0.619 -5.185 -1.624
H 0.613 -3.795 -4.316
H 0.262 -5.655 -4.005
H -1.199 -4.380 -4.371
H 0.824 -1.998 0.800
H -1.070 -4.227 0.422
H -0.404 -4.598 2.145
H -0.669 -1.630 2.368
H -1.797 -2.976 3.095
H -3.082 -2.822 0.569
H -2.254 -1.037 0.582
H -4.183 -2.188 2.954
H -3.461 -0.395 2.840
H -6.122 -1.134 1.810
H -5.055 -1.739 0.312
H -5.635 1.050 1.131
H -5.008 0.438 -0.373
H 2.766 -0.752 2.735
H 4.411 -1.520 3.339
H 3.014 -5.390 3.674
H 4.573 -5.474 1.968
C -3.404 3.327 -2.002
C -4.429 4.447 -1.902
C -5.811 3.968 -1.451
C -6.501 2.974 -2.392
C -6.707 3.466 -3.828
C -7.608 4.687 -3.922
H -3.691 2.584 -2.752
H -2.430 3.732 -2.291
H -3.288 2.819 -1.039
H -4.498 4.968 -2.863
H -4.064 5.187 -1.179
H -6.456 4.843 -1.307
H -5.717 3.498 -0.463
H -7.477 2.715 -1.963
H -5.928 2.040 -2.421
H -7.160 2.654 -4.410
H -5.744 3.682 -4.301
H -8.594 4.478 -3.494
H -7.748 4.972 -4.970
H -7.179 5.548 -3.400


What did the second record say?
98
Properties=species:S:1:pos:R:3 method="wB97M-V/def2-TZVPD" homo_energy_ev=-10.9 total_charge=+1 lumo_energy_ev=-4.2 orbital_gap_ha=0.2468 relative_energy_kj_mol=1234.2 largest_force_ev_per_a=9.54 spin_multiplicity=1
C -0.029 4.165 0.751
C 1.104 5.062 1.179
C 2.515 4.478 1.781
O 2.412 3.587 2.794
O 3.871 4.866 1.358
C 3.972 5.054 -0.098
C 4.047 3.620 -0.946
C 4.996 2.506 -0.170
C 3.988 1.358 0.425
C 4.728 -0.130 0.615
C 3.637 -1.242 0.134
C 3.801 -2.755 0.721
P 5.708 -3.178 0.657
O 6.594 -2.356 1.902
Cl 6.378 -2.509 -1.294
N 3.242 -3.741 -0.327
C 1.733 -3.936 -0.258
I 1.552 -6.100 0.288
C 1.172 -3.599 -1.754
Br 0.949 -1.599 -2.108
C -0.238 -4.254 -2.207
C -0.154 -4.574 -3.844
Br -1.623 -2.763 -2.062
C 0.998 -3.159 0.981
C -0.535 -3.736 1.329
C -1.361 -2.532 2.078
C -2.643 -1.943 1.246
C -3.818 -1.324 2.223
C -5.115 -0.990 1.226
N -4.910 0.414 0.686
O 1.736 -3.427 2.210
C 3.139 -3.032 2.200
C 3.260 -1.731 3.208
C 2.608 -1.909 4.688
O 3.448 -1.750 5.750
Br 0.700 -2.263 5.166
P 4.035 -4.574 2.998
S 5.313 -4.107 4.384
H 0.100 3.325 -0.075
H -1.082 4.266 1.284
H 0.923 6.222 1.087
H 5.025 5.576 -0.303
H 3.169 5.765 -0.566
H 2.932 3.274 -1.087
H 4.553 3.843 -2.002
H 5.596 2.988 0.711
H 5.708 2.001 -0.961
H 3.150 1.192 -0.405
H 3.506 1.623 1.459
H 5.044 -0.175 1.740
H 5.708 -0.066 -0.020
H 2.566 -0.772 0.377
H 3.684 -1.242 -1.060
H 7.395 -2.920 2.164
H 3.598 -3.404 -1.248
H 3.776 -4.642 -0.133
H 1.969 -3.937 -2.578
H -0.619 -5.185 -1.624
H 0.613 -3.795 -4.316
H 0.262 -5.655 -4.005
H -1.199 -4.380 -4.371
H 0.824 -1.998 0.800
H -1.070 -4.227 0.422
H -0.404 -4.598 2.145
H -0.669 -1.630 2.368
H -1.797 -2.976 3.095
H -3.082 -2.822 0.569
H -2.254 -1.037 0.582
H -4.183 -2.188 2.954
H -3.461 -0.395 2.840
H -6.122 -1.134 1.810
H -5.055 -1.739 0.312
H -5.635 1.050 1.131
H -5.008 0.438 -0.373
H 2.766 -0.752 2.735
H 4.411 -1.520 3.339
H 3.014 -5.390 3.674
H 4.573 -5.474 1.968
C -3.404 3.327 -2.002
C -4.429 4.447 -1.902
C -5.811 3.968 -1.451
C -6.501 2.974 -2.392
C -6.707 3.466 -3.828
C -7.608 4.687 -3.922
H -3.691 2.584 -2.752
H -2.430 3.732 -2.291
H -3.288 2.819 -1.039
H -4.498 4.968 -2.863
H -4.064 5.187 -1.179
H -6.456 4.843 -1.307
H -5.717 3.498 -0.463
H -7.477 2.715 -1.963
H -5.928 2.040 -2.421
H -7.160 2.654 -4.410
H -5.744 3.682 -4.301
H -8.594 4.478 -3.494
H -7.748 4.972 -4.970
H -7.179 5.548 -3.400